1.
# C21H37F9N3O5S4

4 unconnected molecules or ions with the total composition C21H37F9N3O5S4 (wB97M-V/def2-TZVPD, the OMol25 dataset).

Atoms and positions in Å:
C 1.35 -0.20 0.28
C 1.23 -0.39 -1.32
C -0.21 -0.01 -1.93
C -1.19 -1.14 -1.35
C -1.80 -2.13 -2.46
C -0.73 -3.13 -3.13
C -1.11 -4.69 -3.00
S 0.07 -5.40 -1.70
C -0.81 -5.31 -0.09
N -0.31 -5.07 1.22
N -1.44 -5.16 2.01
C -2.57 -5.47 1.20
O -2.20 -5.55 -0.19
C -0.33 0.21 -3.53
O -1.68 0.83 -3.53
C -1.51 1.86 -2.50
C -2.80 2.65 -1.99
F -3.63 2.82 -3.15
F -2.36 3.97 -1.66
C -3.62 1.93 -0.83
F -2.83 1.49 0.27
F -4.17 0.74 -1.42
C -4.85 2.77 -0.22
F -5.49 3.62 -1.13
F -5.83 1.80 0.18
C -4.50 3.61 1.10
F -3.30 4.33 1.05
F -4.57 2.83 2.30
F -5.54 4.58 1.23
N -0.43 1.43 -1.54
H 1.61 0.88 0.58
H 0.36 -0.47 0.81
H 2.12 -0.95 0.70
H 2.02 0.28 -1.81
H 1.51 -1.48 -1.56
H -0.69 -1.82 -0.56
H -2.09 -0.68 -0.80
H -2.57 -2.80 -1.91
H -2.37 -1.62 -3.30
H -0.58 -2.91 -4.25
H 0.29 -2.91 -2.63
H -0.92 -5.18 -4.01
H -2.21 -4.80 -2.67
H -3.66 -5.65 1.49
H -0.18 -0.69 -4.21
H 0.44 0.96 -3.93
H -0.96 2.67 -3.12
H 0.42 1.89 -1.93
H -0.47 1.70 -0.54
C -7.74 0.40 6.06
S -7.31 -0.07 4.37
O -6.60 -1.39 4.45
C -6.05 1.20 4.14
H -8.49 -0.29 6.44
H -6.85 0.36 6.70
H -8.15 1.41 6.06
H -5.27 1.11 4.89
H -6.52 2.19 4.20
H -5.61 1.07 3.15
C 5.20 3.20 -1.19
S 3.98 1.97 -0.68
O 2.89 2.69 0.07
C 5.03 1.17 0.54
H 4.74 3.85 -1.94
H 5.51 3.80 -0.33
H 6.06 2.69 -1.63
H 5.35 1.89 1.29
H 5.90 0.73 0.05
H 4.46 0.37 1.03
C 9.82 0.77 1.98
S 9.84 0.14 0.29
O 8.74 0.82 -0.46
C 9.26 -1.52 0.71
H 10.11 1.83 1.96
H 8.81 0.69 2.40
H 10.53 0.21 2.59
H 8.29 -1.46 1.20
H 9.99 -2.00 1.36
H 9.17 -2.09 -0.21

Values from the calculation:
net charge = +1
LUMO energy = -2.85 eV
total energy = -104867.6053 eV
HOMO = -10.37 eV

2.
# C6H13NS

2 unconnected molecules or ions with the total composition C6H13NS (wB97M-V/def2-TZVPD, the OMol25 dataset).

Atoms and positions in Å:
C -0.90 1.69 -1.04
C -1.33 0.74 1.64
C 0.84 -0.64 0.72
C 2.60 0.95 0.06
C -3.14 -1.14 -0.70
C 1.96 -0.42 -0.29
N -0.45 0.54 -0.97
S -0.84 -0.34 0.46
H -0.37 2.39 -1.72
H -1.56 2.22 -0.33
H -2.13 0.34 2.21
H -0.50 1.15 2.11
H 1.17 -1.29 1.53
H 1.70 1.68 -0.17
H 3.55 1.16 -0.45
H 2.88 0.96 1.15
H -3.23 -2.17 -0.43
H -3.59 -0.28 -0.05
H -3.16 -1.10 -1.84
H 2.65 -1.28 -0.31
H 1.57 -0.28 -1.28

Values from the calculation:
net charge = 0
LUMO energy (spin up / spin down) = 0.81 / -0.66 eV
energy above the lowest of the compared OMol25 structures with the same formula, charge and spin = 88.7 kcal/mol
total energy = -18749.9512 eV
HOMO (spin up / spin down) = -7.15 / -7.89 eV
spin multiplicity = 3

3.
# C6H11ClNO

A gas-phase ion, C6H11ClNO (charge +1) (wB97M-V/def2-TZVPD, the OMol25 dataset).

Atoms and positions in Å:
C -0.31 -2.41 -1.27
C 1.16 1.11 1.18
C 1.34 0.24 -0.12
C -0.16 1.91 0.87
C -0.08 -0.06 -0.54
C -0.60 -1.56 -0.09
N -1.00 0.98 0.04
O 0.00 -2.02 -2.33
Cl -2.39 -1.61 0.06
H -0.49 -3.59 -1.19
H 1.02 0.31 1.98
H 2.11 1.69 1.33
H 1.71 0.82 -1.01
H 1.85 -0.74 0.09
H -0.73 2.30 1.80
H 0.19 2.88 0.44
H -0.35 -0.03 -1.61
H -0.27 -2.12 0.84
H -1.81 0.44 0.41
H -1.21 1.47 -0.86

Values from the calculation:
net charge = +1
LUMO energy = -3.34 eV
SMILES = O=C[C@H](Cl)[C@@H]1CCC[NH2+]1
energy above the lowest of the compared OMol25 structures with the same formula, charge and spin = 0.0 kcal/mol
total energy = -22452.1258 eV
HOMO = -14.02 eV

4.
# C6H11O

A gas-phase ion, C6H11O (charge -1) (wB97M-V/def2-TZVPD, the OMol25 dataset).

Atoms and positions in Å:
C 1.41 1.61 -0.97
O 1.89 1.52 -2.23
C -0.13 1.30 -0.90
C -0.89 0.78 0.41
C -1.16 -0.75 0.32
C 0.24 -2.57 1.30
C 0.14 -1.48 0.52
H 1.71 2.51 -0.41
H 1.84 0.78 -0.34
H -0.71 2.15 -1.29
H -0.23 0.49 -1.64
H -0.36 1.20 1.27
H -1.82 1.33 0.21
H -1.80 -0.85 1.21
H -1.62 -0.82 -0.66
H 0.97 -3.34 1.11
H -0.56 -2.70 2.03
H 1.07 -1.17 0.06

Values from the calculation:
net charge = -1
LUMO energy = 3.76 eV
SMILES = C=CCCCC[O-]
energy above the lowest of the compared OMol25 structures with the same formula, charge and spin = 32.8 kcal/mol
total energy = -8445.4497 eV
HOMO = -2.07 eV

5.
# C9H14O

2 unconnected molecules or ions with the total composition C9H14O (wB97M-V/def2-TZVPD, the OMol25 dataset).

Atoms and positions in Å:
C 0.69 1.85 -0.15
C -1.49 0.71 -0.56
C -0.54 1.23 0.38
C -2.64 0.08 -0.16
C -0.72 1.10 1.78
C -2.75 -0.11 1.23
C -1.86 0.46 2.19
O -3.78 -0.78 1.76
H -1.26 0.85 -1.61
H -3.42 -0.18 -0.86
H 1.10 1.29 -0.99
H 1.42 1.99 0.64
H 0.10 1.37 2.43
H -2.24 0.41 3.20
H -4.61 -0.41 1.41
H 0.47 2.88 -0.46
C 2.02 -1.50 -0.93
C 3.32 -1.75 -1.71
H 1.30 -1.09 -1.63
H 1.72 -2.33 -0.30
H 2.16 -0.76 -0.14
H 4.12 -1.81 -0.97
H 3.54 -0.85 -2.26
H 3.34 -2.66 -2.30

Values from the calculation:
net charge = +1
LUMO energy (spin up / spin down) = -4.01 / -7.70 eV
energy above the lowest of the compared OMol25 structures with the same formula, charge and spin = 17.3 kcal/mol
total energy = -11598.8155 eV
HOMO (spin up / spin down) = -14.26 / -14.35 eV
spin multiplicity = 2

6.
# C5H6N2

C5H6N2 in the gas phase (wB97M-V/def2-TZVPD, the OMol25 dataset).

Atoms and positions in Å:
C -0.45 0.78 -0.17
C 0.87 0.23 0.33
C -0.71 2.08 -0.29
C 1.65 -0.44 -0.52
N -1.40 -0.21 -0.16
N -1.18 -2.52 0.43
C -1.10 -1.31 0.34
H -1.29 -3.05 1.27
H 1.30 0.74 1.19
H 0.08 2.81 -0.23
H -1.71 2.42 -0.49
H 1.22 -0.96 -1.36
H 2.70 -0.58 -0.34

Values from the calculation:
net charge = 0
LUMO energy = 0.66 eV
SMILES = C=CC(=C)N=C=N
energy above the lowest of the compared OMol25 structures with the same formula, charge and spin = 62.0 kcal/mol
total energy = -8259.6684 eV
HOMO = -8.70 eV